Entry 1:
The following is a DFT calculation (the ωB97M-V functional and the def2-TZVPD basis) of C20H20AsF10N3OsS as an isolated structure in a non-equilibrium geometry.

Structure (ORCA input):
```
! RIJCOSX wB97M-V def2-TZVPD def2/J DEFGRID3
* xyz 2 1
Os -0.2243 -0.3349 0.7103
C -0.4328 -0.4637 3.7258
N -0.3449 -1.3342 2.5291
C -1.5457 -2.2583 2.4631
C -2.5834 -1.7128 1.5111
N -1.8382 -1.1866 0.3412
C -2.3904 -1.3616 -0.9561
C -3.7134 -1.0335 -1.2265
F -4.4613 -0.5130 -0.2533
C -4.2551 -1.2072 -2.4875
F -5.5092 -0.8728 -2.7231
C -3.4635 -1.7147 -3.5089
F -3.9652 -1.8740 -4.7147
C -2.1380 -2.0445 -3.2617
F -1.3787 -2.5314 -4.2294
C -1.6168 -1.8668 -1.9946
F -0.3391 -2.2162 -1.7639
C 0.9062 -2.1835 2.5988
C 2.0999 -1.5022 1.9507
N 1.5813 -0.8832 0.7137
C 2.3206 -0.7487 -0.4824
C 1.7222 -0.0329 -1.5164
F 0.4518 0.4886 -1.2733
C 2.2926 0.2198 -2.7384
F 1.6379 0.9202 -3.6520
C 3.5714 -0.2693 -2.9772
F 4.1553 -0.0555 -4.1352
C 4.2190 -0.9788 -1.9767
F 5.4331 -1.4392 -2.1839
C 3.6052 -1.2133 -0.7497
F 4.2926 -1.8875 0.1662
H -0.4215 -1.0833 4.6233
H -1.3580 0.1086 3.6930
H 0.4100 0.2228 3.7423
H -1.9275 -2.4425 3.4664
H -1.2011 -3.2033 2.0497
H -3.1800 -0.9025 1.9351
H -3.2614 -2.5106 1.2086
H 0.7098 -3.0818 2.0178
H 1.0955 -2.4769 3.6318
H 2.8483 -2.2632 1.7491
H 2.5613 -0.7364 2.5775
C 2.0949 3.0432 0.1850
As 0.2058 3.3489 0.2862
C -0.1335 4.9269 1.3142
C -0.5188 3.6255 -1.4696
S -0.7805 1.7929 1.4720
H 2.5577 3.9273 -0.2541
H 2.2934 2.1795 -0.4430
H 2.4859 2.8830 1.1875
H 0.3511 5.7730 0.8286
H 0.2561 4.7966 2.3213
H -1.2096 5.0881 1.3505
H -0.1832 4.6053 -1.8099
H -1.6053 3.6125 -1.4037
H -0.1785 2.8580 -2.1644
*
```

Here are the natural (NBO) charges for atoms 1 to 4, given in e:
1. Os 1.123
2. C -0.423
3. N -0.346
4. C -0.234


Entry 2:
The following is a DFT calculation (the ωB97M-V functional and the def2-TZVPD basis) of a 9-piece molecular cluster, C42H54O6S2 overall in a non-equilibrium geometry.

Structure (ORCA input):
```
! RIJCOSX wB97M-V def2-TZVPD def2/J DEFGRID3
* xyz 0 1
C -0.5593 -1.2375 -1.2395
S -0.3131 0.5593 -1.0052
O -1.5816 0.9951 -0.3167
C 0.8830 0.6185 0.3309
H -0.8309 -1.6407 -0.2574
H 0.3454 -1.7887 -1.4896
H -1.3893 -1.4086 -1.9178
H 1.0267 1.6671 0.5901
H 1.8686 0.1648 0.2754
H 0.3688 0.1086 1.1521
C 1.7503 5.5058 -0.8689
S 3.3473 4.8207 -0.3948
O 3.1073 3.3211 -0.3187
C 3.3851 5.3601 1.3336
H 0.9501 5.1017 -0.2386
H 1.4189 5.1435 -1.8417
H 1.7343 6.5875 -0.7437
H 3.5345 6.4447 1.3188
H 4.3031 4.9662 1.7686
H 2.5154 5.0901 1.9245
C 3.3695 -0.3708 2.5376
C 2.9843 -0.9411 3.7464
C 2.8158 -0.1742 4.9014
C 2.9557 1.1916 4.9027
C 3.2638 1.7800 3.6734
C 3.5156 1.0304 2.5434
H 3.6531 -1.0589 1.7533
H 2.8527 -2.0163 3.7583
H 2.5620 -0.6607 5.8370
H 2.7983 1.7432 5.8182
H 3.4807 2.8362 3.5533
H 3.8188 1.5725 1.6543
C -1.2060 -3.8002 2.9658
C -1.0072 -5.1871 2.9195
C -0.0291 -5.7075 2.0755
C 0.8192 -4.7886 1.4438
C 0.7301 -3.4320 1.6530
C -0.3241 -2.9111 2.4370
H -2.0159 -3.4154 3.5749
H -1.6532 -5.8501 3.4790
H 0.0427 -6.7801 1.9672
H 1.6595 -5.1359 0.8504
H 1.3668 -2.7692 1.0778
H -0.4751 -1.8445 2.5314
C -2.0365 -2.2423 -6.5830
C -2.8688 -1.3185 -5.9485
C -2.3480 -0.4266 -4.9874
C -1.0224 -0.4954 -4.6259
C -0.1896 -1.3184 -5.3716
C -0.6644 -2.1890 -6.3061
H -2.4647 -2.8853 -7.3394
H -3.9298 -1.3140 -6.1571
H -3.1134 0.1559 -4.4885
H -0.6195 0.1721 -3.8748
H 0.8821 -1.2858 -5.1941
H 0.0138 -2.7456 -6.9418
C -1.0026 3.4657 4.6093
C -0.0996 3.0842 3.6117
C -0.0840 3.8071 2.4491
C -0.9228 4.9053 2.2440
C -1.8197 5.2493 3.2295
C -1.9254 4.4895 4.3911
H -1.0020 2.9689 5.5719
H 0.5121 2.2080 3.7838
H 0.5956 3.5559 1.6393
H -0.8519 5.4579 1.3174
H -2.4969 6.0860 3.0979
H -2.6865 4.6931 5.1308
C -2.6356 -4.6773 -3.4065
C -3.4696 -5.4830 -2.6339
C -3.0707 -5.8972 -1.3801
C -1.8374 -5.4551 -0.8804
C -1.0012 -4.6911 -1.6609
C -1.3818 -4.3282 -2.9564
H -2.9652 -4.5371 -4.4306
H -4.4121 -5.8333 -3.0355
H -3.7050 -6.5323 -0.7760
H -1.5082 -5.7624 0.1057
H -0.0177 -4.4171 -1.2984
H -0.6923 -3.6500 -3.4467
O -3.0248 -1.2849 3.1742
C -3.2825 -0.2936 2.5480
O -4.3044 -0.2684 1.6888
C -4.4189 1.0029 1.0590
C -3.4919 1.9667 1.8072
C -2.5734 1.0415 2.6211
H -5.4503 1.3596 1.0911
H -4.1660 0.9256 0.0012
H -4.0572 2.7191 2.3525
H -2.8362 2.4793 1.1030
H -2.5368 1.3749 3.6553
H -1.5796 0.9420 2.1965
O 2.5925 -1.2356 -1.9873
C 2.8820 -0.2977 -2.6856
O 3.1597 -0.4240 -3.9819
C 3.4276 0.8302 -4.6163
C 2.8783 1.8898 -3.6257
C 2.9365 1.1489 -2.2916
H 2.8482 0.9225 -5.5322
H 4.4815 0.9769 -4.8419
H 1.8626 2.1403 -3.9249
H 3.5189 2.7691 -3.5822
H 2.2224 1.5650 -1.6013
H 3.9109 1.2469 -1.8007
*
```

Here are the Mulliken charges for atoms 1 to 4, given in e:
1. C -0.959
2. S 0.366
3. O -0.497
4. C 0.144


no.,frontier orbital gap (Ha),HOMO level (Ha)
1,0.2789,-0.5363
2,0.3284,-0.3223